#1
{"formula": "C5H13NO2", "method": "the ωB97M-V functional and the def2-TZVPD basis", "charge": 0, "mol_weight_da": 119.16, "orbital_gap_ev": 9.20, "species": ["C", "C", "C", "C", "C", "H", "H", "H", "H", "H", "H", "H", "H", "H", "H", "H", "H", "H", "N", "O", "O"], "xyz": [[-2.17, 0.91, -0.15], [-2.04, -0.58, -0.06], [-0.60, -1.01, -0.54], [1.77, -0.88, 0.46], [2.41, 0.46, -0.36], [-0.71, 0.60, 1.56], [-3.11, 1.36, 0.00], [-1.97, 1.26, -1.18], [-3.02, -1.18, -0.45], [-1.87, -0.72, 1.12], [-0.15, -0.31, -1.34], [-0.45, -2.21, -0.59], [0.22, 0.10, 0.80], [1.90, -1.59, -0.28], [2.30, -0.90, 1.44], [3.67, 0.26, -0.02], [2.23, 0.36, -1.30], [0.59, 1.55, -0.15], [0.36, -0.86, 0.58], [-1.00, 1.61, 0.59], [1.64, 1.77, -0.14]], "nbo_charge": [-0.09, -0.45, -0.25, -0.25, -0.05, 0.45, 0.20, 0.19, 0.26, 0.22, 0.20, 0.23, 0.33, 0.20, 0.21, 0.17, 0.14, 0.50, -0.65, -0.75, -0.78]}

***

#2
{"formula": "C5H13NO2", "method": "the ωB97M-V functional and the def2-TZVPD basis", "charge": 0, "mol_weight_da": 119.16, "smiles": "CN(C)O.C=C=C.O", "orbital_gap_ev": 9.97, "species": ["C", "N", "C", "O", "H", "H", "H", "H", "H", "H", "H", "C", "C", "C", "H", "H", "H", "H", "O", "H", "H"], "xyz": [[-0.67, -1.38, -0.16], [-0.91, -0.66, 1.07], [-1.35, -1.53, 2.14], [-1.87, 0.35, 0.85], [0.20, -2.02, -0.02], [-1.53, -2.01, -0.46], [-0.46, -0.67, -0.96], [-1.55, -0.92, 3.02], [-0.55, -2.23, 2.36], [-2.26, -2.10, 1.87], [-2.70, -0.05, 0.53], [1.23, 1.93, 0.25], [2.03, 1.22, -0.50], [2.83, 0.51, -1.23], [0.43, 1.46, 0.80], [1.40, 2.98, 0.40], [3.75, 0.11, -0.83], [2.64, 0.33, -2.28], [-0.17, 1.21, -2.44], [-0.82, 1.86, -2.72], [0.32, 1.62, -1.68]], "nbo_charge": [-0.45, -0.15, -0.43, -0.59, 0.21, 0.16, 0.24, 0.21, 0.21, 0.16, 0.43, -0.53, 0.10, -0.50, 0.26, 0.23, 0.23, 0.24, -0.97, 0.47, 0.49]}

***

#3
{"formula": "C5H13NO2", "method": "the ωB97M-V functional and the def2-TZVPD basis", "charge": 0, "mol_weight_da": 119.16, "smiles": "C/C(O)=C(/C)O.CN", "orbital_gap_ev": 8.51, "species": ["C", "C", "O", "C", "C", "O", "H", "H", "H", "H", "H", "H", "H", "H", "C", "N", "H", "H", "H", "H", "H"], "xyz": [[-1.32, 0.34, -1.31], [-1.17, -0.62, -0.16], [-2.25, -0.66, 0.71], [-0.12, -1.40, 0.10], [-0.08, -2.34, 1.26], [1.03, -1.43, -0.65], [-0.47, 0.32, -1.99], [-1.44, 1.36, -0.94], [-2.22, 0.09, -1.89], [-2.99, -0.20, 0.30], [0.52, -1.91, 2.07], [-1.08, -2.53, 1.62], [0.39, -3.27, 0.95], [0.94, -0.88, -1.43], [1.47, 1.81, 0.76], [1.71, 2.17, -0.62], [1.36, 2.73, 1.34], [2.33, 1.27, 1.14], [0.58, 1.19, 0.93], [0.90, 2.63, -1.02], [1.90, 1.33, -1.17]], "nbo_charge": [-0.66, 0.18, -0.69, 0.25, -0.66, -0.68, 0.21, 0.22, 0.22, 0.47, 0.22, 0.24, 0.22, 0.47, -0.42, -0.83, 0.19, 0.20, 0.17, 0.35, 0.34]}

***

Energies relative to the most stable structure are #1 640.5; #2 266.1; #3 0.0, reported in kJ/mol.

***

#1
{"formula": "C5H13NO2", "method": "the ωB97M-V functional and the def2-TZVPD basis", "charge": 0, "mol_weight_da": 119.16, "smiles": "CCN[C@H](C)C=O.O", "orbital_gap_ev": 9.69, "species": ["C", "C", "N", "C", "C", "C", "O", "H", "H", "H", "H", "H", "H", "H", "H", "H", "H", "H", "O", "H", "H"], "xyz": [[-1.52, -2.40, -0.33], [-0.70, -1.25, -0.86], [0.28, -0.88, 0.19], [1.44, -0.11, -0.23], [2.75, -0.74, 0.26], [1.32, 1.35, 0.19], [0.27, 1.88, 0.41], [-0.90, -3.29, -0.38], [-1.89, -2.15, 0.65], [-2.44, -2.55, -0.87], [-0.10, -1.49, -1.73], [-1.29, -0.39, -1.14], [-0.25, -0.36, 0.88], [1.43, -0.03, -1.32], [3.19, -1.39, -0.50], [2.59, -1.29, 1.16], [3.49, 0.04, 0.45], [2.29, 1.88, 0.28], [-3.04, 1.88, 0.55], [-3.76, 2.42, 0.19], [-2.25, 2.15, 0.06]], "nbo_charge": [-0.61, -0.21, -0.63, -0.17, -0.61, 0.45, -0.54, 0.21, 0.21, 0.21, 0.18, 0.17, 0.37, 0.21, 0.22, 0.23, 0.20, 0.10, -0.94, 0.47, 0.48]}

***

#2
{"formula": "C5H13NO2", "method": "the ωB97M-V functional and the def2-TZVPD basis", "charge": 0, "mol_weight_da": 119.16, "smiles": "C=C/C=C(/C)N.O.O", "orbital_gap_ev": 8.59, "species": ["C", "C", "C", "C", "C", "N", "H", "H", "H", "H", "H", "H", "H", "H", "H", "O", "H", "H", "O", "H", "H"], "xyz": [[1.75, 1.29, 0.29], [0.54, 1.61, 0.64], [-0.57, 0.71, 0.58], [-0.56, -0.64, 0.98], [-1.95, -1.27, 1.00], [0.59, -1.22, 1.60], [2.65, 1.90, 0.10], [1.92, 0.24, 0.16], [0.32, 2.64, 0.73], [-1.43, 1.17, 0.13], [-2.57, -0.49, 0.77], [-2.02, -1.84, 1.88], [-2.09, -2.00, 0.30], [0.49, -1.98, 2.21], [1.25, -0.61, 2.01], [0.48, -0.98, -2.01], [0.41, -1.40, -1.12], [1.34, -0.70, -2.27], [-0.01, 1.53, -2.62], [-0.05, 0.95, -3.41], [-0.49, 1.10, -1.96]], "nbo_charge": [-0.38, -0.23, -0.34, 0.21, -0.63, -0.84, 0.21, 0.17, 0.20, 0.21, 0.23, 0.21, 0.21, 0.38, 0.39, -0.97, 0.49, 0.48, -0.94, 0.47, 0.48]}

***

Energies relative to the most stable structure are #1 0.0; #2 137.9, reported in kJ/mol.

***

#1
{"formula": "C5H13NO2", "method": "the ωB97M-V functional and the def2-TZVPD basis", "charge": 0, "mol_weight_da": 119.16, "smiles": "CCN(C)CC=O.O", "orbital_gap_ev": 9.78, "species": ["C", "C", "N", "C", "C", "C", "O", "H", "H", "H", "H", "H", "H", "H", "H", "H", "H", "H", "O", "H", "H"], "xyz": [[-2.09, 1.01, 1.89], [-0.75, 1.20, 1.17], [-0.24, -0.04, 0.59], [1.20, -0.29, 0.81], [-0.63, -0.16, -0.80], [-0.21, -1.47, -1.41], [0.21, -1.56, -2.54], [-1.99, 1.06, 2.96], [-2.86, 1.70, 1.55], [-2.42, 0.00, 1.69], [-0.81, 1.96, 0.38], [-0.01, 1.63, 1.83], [1.75, -0.34, -0.13], [1.65, 0.52, 1.39], [1.34, -1.18, 1.42], [-0.32, 0.69, -1.42], [-1.73, -0.18, -0.84], [-0.34, -2.37, -0.80], [3.11, -0.54, -2.52], [2.92, -1.49, -2.54], [2.22, -0.17, -2.68]], "nbo_charge": [-0.63, -0.22, -0.45, -0.43, -0.33, 0.44, -0.54, 0.21, 0.21, 0.22, 0.17, 0.20, 0.20, 0.20, 0.20, 0.18, 0.23, 0.12, -0.94, 0.47, 0.47]}

***

#2
{"formula": "C5H13NO2", "method": "the ωB97M-V functional and the def2-TZVPD basis", "charge": 0, "mol_weight_da": 119.16, "smiles": "CCC[C@H](N)C=O.O", "orbital_gap_ev": 10.28, "species": ["C", "C", "C", "C", "N", "C", "O", "H", "H", "H", "H", "H", "H", "H", "H", "H", "H", "H", "O", "H", "H"], "xyz": [[-0.26, 1.08, -1.90], [-0.55, 1.52, -0.42], [0.44, 1.24, 0.74], [0.50, -0.33, 0.92], [-0.75, -0.94, 1.31], [1.54, -0.70, 1.94], [2.74, -0.97, 1.67], [-1.14, 0.81, -2.43], [0.35, 1.79, -2.43], [0.49, 0.26, -2.12], [-1.60, 1.43, -0.16], [-0.50, 2.55, -0.48], [1.48, 1.54, 0.65], [0.04, 1.45, 1.77], [0.83, -0.62, -0.21], [-1.23, -0.57, 2.09], [-1.34, -0.82, 0.40], [1.39, -0.74, 3.07], [-0.96, -3.02, -1.71], [-0.54, -2.08, -1.87], [-0.93, -2.85, -0.81]], "nbo_charge": [-0.64, -0.44, -0.40, -0.15, -0.85, 0.40, -0.53, 0.22, 0.22, 0.20, 0.22, 0.22, 0.23, 0.20, 0.21, 0.37, 0.36, 0.14, -0.91, 0.45, 0.46]}

***

#3
{"formula": "C5H13NO2", "method": "the ωB97M-V functional and the def2-TZVPD basis", "charge": 0, "mol_weight_da": 119.16, "smiles": "CCCC(=O)NC.O", "orbital_gap_ev": 10.14, "species": ["C", "C", "C", "C", "O", "N", "C", "H", "H", "H", "H", "H", "H", "H", "H", "H", "H", "H", "O", "H", "H"], "xyz": [[-0.90, 0.90, -2.81], [-1.83, 0.40, -1.72], [-1.56, 1.05, -0.35], [-0.18, 0.83, 0.22], [0.68, 1.71, 0.18], [0.10, -0.28, 0.99], [-0.69, -1.48, 1.08], [-0.89, 0.28, -3.70], [0.13, 0.98, -2.46], [-1.21, 1.90, -3.12], [-2.89, 0.57, -1.91], [-1.72, -0.67, -1.60], [-2.26, 0.61, 0.36], [-1.73, 2.12, -0.26], [0.75, -0.08, 1.73], [-1.59, -1.42, 0.47], [-1.14, -1.63, 2.07], [-0.08, -2.34, 0.81], [5.88, -1.30, 3.64], [5.74, -1.71, 2.78], [5.40, -0.47, 3.60]], "nbo_charge": [-0.62, -0.39, -0.50, 0.68, -0.62, -0.63, -0.42, 0.21, 0.22, 0.21, 0.21, 0.19, 0.21, 0.24, 0.40, 0.21, 0.19, 0.20, -0.94, 0.47, 0.47]}

***

#4
{"formula": "C5H13NO2", "method": "the ωB97M-V functional and the def2-TZVPD basis", "charge": 0, "mol_weight_da": 119.16, "orbital_gap_ev": 8.28, "species": ["C", "C", "C", "C", "C", "N", "O", "O", "H", "H", "H", "H", "H", "H", "H", "H", "H", "H", "H", "H", "H"], "xyz": [[-0.84, -0.49, -0.24], [1.35, 0.51, 0.58], [-0.57, 0.76, 0.38], [-0.87, -1.78, 0.52], [1.98, 1.62, -0.24], [-2.67, 0.31, -0.17], [-0.49, -0.58, -1.56], [1.99, -0.73, 0.42], [-0.10, -1.45, -1.73], [2.53, -0.73, -0.39], [1.44, 0.72, 1.65], [-3.27, -0.47, 0.06], [-2.84, 0.50, -1.16], [-0.64, 1.64, -0.25], [-0.86, 0.88, 1.41], [0.07, -2.33, 0.39], [-1.62, -2.45, 0.10], [-1.07, -1.62, 1.58], [3.04, 1.73, 0.02], [1.94, 1.38, -1.31], [1.49, 2.58, -0.07]], "nbo_charge": [0.51, 0.08, -0.40, -0.69, -0.66, -0.98, -0.70, -0.73, 0.48, 0.47, 0.15, 0.33, 0.33, 0.23, 0.23, 0.24, 0.23, 0.24, 0.20, 0.20, 0.22]}

***

Energies relative to the most stable structure are #1 110.1; #2 244.3; #3 0.0; #4 343.9, reported in kJ/mol.

***

#1
{"formula": "C5H13NO2", "method": "the ωB97M-V functional and the def2-TZVPD basis", "charge": 0, "mol_weight_da": 119.16, "orbital_gap_ev": 5.77, "species": ["C", "C", "N", "H", "H", "H", "H", "H", "H", "H", "H", "C", "C", "C", "O", "O", "H", "H", "H", "H", "H"], "xyz": [[-0.38, -1.70, 0.35], [-1.63, -2.48, 0.47], [0.79, -2.53, -0.18], [-0.40, -0.74, -0.13], [-0.03, -1.31, 1.33], [-2.06, -2.89, -0.45], [-2.37, -1.84, 0.97], [0.58, -2.83, -1.14], [1.54, -1.83, -0.20], [1.08, -3.34, 0.37], [-1.64, -3.27, 1.23], [0.24, 1.90, -0.46], [0.05, 3.36, -0.90], [1.13, 1.93, 0.81], [2.28, 2.35, 0.60], [0.74, 1.30, 1.84], [-0.69, 1.37, -0.19], [0.73, 1.36, -1.27], [0.99, 3.69, -1.36], [-0.18, 3.99, -0.05], [-0.76, 3.52, -1.64]], "nbo_charge": [-0.27, -0.67, -0.68, 0.27, 0.28, 0.22, 0.27, 0.43, 0.46, 0.44, 0.23, -0.52, -0.60, 0.75, -0.76, -0.82, 0.17, 0.18, 0.22, 0.21, 0.18]}

***

#2
{"formula": "C5H13NO2", "method": "the ωB97M-V functional and the def2-TZVPD basis", "charge": 0, "mol_weight_da": 119.16, "orbital_gap_ev": 3.32, "species": ["C", "N", "C", "C", "C", "O", "C", "H", "H", "H", "H", "H", "H", "H", "H", "H", "H", "H", "H", "H", "O"], "xyz": [[2.49, 0.64, -0.32], [2.19, -0.38, -1.30], [-1.93, -1.06, 0.46], [-2.77, 0.21, 0.46], [-2.73, 1.25, -0.45], [-1.73, 1.76, -1.02], [1.19, 1.17, 0.36], [2.86, 1.57, -0.71], [3.15, 0.13, 0.37], [3.04, -0.96, -1.64], [-1.59, -1.46, 1.44], [-2.36, -1.90, -0.12], [-3.63, 0.11, 1.00], [-1.02, -0.83, -0.11], [-3.70, 1.71, -0.61], [0.44, 1.01, -0.41], [1.25, 2.14, 0.95], [0.84, 0.35, 1.00], [1.45, -2.64, 0.68], [1.57, -1.01, -0.74], [0.99, -1.80, 0.71]], "nbo_charge": [-0.23, -0.78, -0.73, 0.08, 0.23, -0.41, -0.66, 0.19, 0.18, 0.36, 0.30, 0.29, 0.19, 0.29, 0.15, 0.23, 0.21, 0.24, 0.43, 0.41, -0.96]}

***

Energies relative to the most stable structure are #1 0.0; #2 542.6, reported in kJ/mol.